A 6-piece molecular cluster, C37H33BN5O12S overall in a non-equilibrium geometry. Source: the OMol25 dataset; level of theory: ωB97M-V/def2-TZVPD.

ORCA input file:
```
! RIJCOSX wB97M-V def2-TZVPD def2/J DEFGRID3
* xyz -1 1
C 5.684 1.026 -2.531
C 4.851 1.116 -3.560
C 3.946 0.896 -4.888
C 2.359 0.752 -4.592
O 2.104 -0.691 -4.644
B 2.213 -1.271 -3.268
C 3.647 -2.107 -3.111
C 4.861 -2.686 -3.171
O 2.189 -0.135 -2.295
C 1.783 1.029 -3.101
S 2.013 2.724 -2.360
H 6.648 1.179 -1.904
H 4.100 1.826 -5.568
H 4.267 -0.086 -5.427
H 1.842 1.424 -5.377
H 1.208 -1.888 -3.150
H 5.881 -3.222 -3.128
H 0.634 0.884 -3.269
H 1.458 2.671 -1.065
C -0.113 -3.088 -5.252
C -1.127 -2.953 -6.197
C -2.077 -3.959 -6.349
C -2.004 -5.098 -5.545
C -0.985 -5.241 -4.601
C -0.038 -4.230 -4.459
N -3.016 -6.148 -5.683
O -3.887 -5.996 -6.536
O -2.940 -7.119 -4.937
H 0.624 -2.297 -5.132
H -1.179 -2.060 -6.813
H -2.862 -3.841 -7.089
H -0.917 -6.125 -3.974
H 0.757 -4.330 -3.726
C -2.476 2.717 2.869
C -1.252 2.884 3.513
C -0.204 3.531 2.863
C -0.396 4.012 1.567
C -1.618 3.841 0.915
C -2.658 3.190 1.573
N 0.695 4.716 0.887
O 1.762 4.830 1.484
O 0.480 5.153 -0.238
H -3.293 2.217 3.382
H -1.115 2.512 4.523
H 0.744 3.654 3.376
H -1.775 4.207 -0.095
H -3.606 3.056 1.079
C 2.660 -1.774 2.037
C 3.151 -1.930 0.743
C 3.910 -3.051 0.414
C 4.165 -4.014 1.393
C 3.681 -3.858 2.693
C 2.927 -2.733 3.011
N 4.940 -5.209 1.048
O 5.365 -5.304 -0.098
O 5.116 -6.050 1.926
H 2.065 -0.900 2.287
H 2.940 -1.177 -0.012
H 4.287 -3.158 -0.599
H 3.878 -4.599 3.461
H 2.544 -2.603 4.019
C -7.936 0.153 -2.539
C -6.577 -0.134 -2.643
C -5.682 0.381 -1.709
C -6.161 1.180 -0.670
C -7.520 1.477 -0.565
C -8.407 0.960 -1.506
N -5.226 1.704 0.329
O -4.036 1.437 0.193
O -5.687 2.376 1.248
H -8.632 -0.255 -3.266
H -6.216 -0.762 -3.451
H -4.626 0.150 -1.802
H -7.902 2.102 0.236
H -9.467 1.182 -1.431
C 1.298 4.720 8.793
C 2.204 3.686 9.014
C 2.054 2.473 8.349
C 0.992 2.307 7.458
C 0.077 3.338 7.239
C 0.234 4.546 7.911
N 0.844 1.040 6.736
O 1.657 0.152 6.970
O -0.081 0.941 5.937
H 1.422 5.668 9.310
H 3.031 3.828 9.704
H 2.767 1.676 8.530
H -0.755 3.217 6.552
H -0.470 5.355 7.745
*
```

HOMO-LUMO gap	5.925	eV



C37H33Cl4N2O5SSb2Tc as an isolated structure in a non-equilibrium geometry. Source: the OMol25 dataset; level of theory: ωB97M-V/def2-TZVPD.

ORCA input file:
```
! RIJCOSX wB97M-V def2-TZVPD def2/J DEFGRID3
* xyz 1 4
Tc 0.546 -1.068 0.349
C -3.753 -0.722 0.430
C -4.508 0.341 -0.362
C -4.241 1.751 0.110
Sb -2.093 2.268 0.452
C -2.334 2.104 2.597
C -1.758 1.042 3.273
C -2.001 0.867 4.626
C -2.833 1.742 5.302
C -3.411 2.803 4.626
C -3.167 2.981 3.275
C -2.529 4.374 0.061
C -3.114 4.653 -1.163
C -3.498 5.947 -1.466
C -3.280 6.964 -0.552
C -2.667 6.685 0.657
C -2.278 5.390 0.962
Sb -1.889 -1.444 -0.478
C -2.256 -1.324 -2.585
C -1.187 -0.983 -3.407
C -1.339 -0.989 -4.784
C -2.561 -1.324 -5.344
C -3.632 -1.650 -4.526
C -3.480 -1.660 -3.149
C -2.348 -3.508 -0.146
C -2.630 -3.888 1.160
C -2.861 -5.218 1.466
C -2.798 -6.179 0.470
C -2.514 -5.804 -0.833
C -2.290 -4.472 -1.144
H -4.350 -1.631 0.510
H -3.529 -0.373 1.440
H -5.580 0.149 -0.244
H -4.281 0.254 -1.429
H -4.700 1.930 1.083
H -4.644 2.470 -0.599
H -1.132 0.336 2.744
H -1.555 0.036 5.155
H -3.036 1.597 6.351
H -4.065 3.486 5.145
H -3.641 3.799 2.747
H -3.271 3.861 -1.885
H -3.963 6.160 -2.415
H -3.578 7.974 -0.787
H -2.483 7.476 1.367
H -1.786 5.176 1.901
H -0.236 -0.718 -2.954
H -0.500 -0.742 -5.419
H -2.682 -1.339 -6.418
H -4.585 -1.911 -4.961
H -4.310 -1.943 -2.516
H -2.661 -3.136 1.940
H -3.084 -5.507 2.481
H -2.978 -7.217 0.710
H -2.463 -6.556 -1.607
H -2.081 -4.183 -2.167
Cl 3.110 5.107 0.337
C 2.665 3.524 -0.130
C 3.368 2.858 -1.142
Cl 4.693 3.633 -1.902
C 3.005 1.571 -1.544
Cl 3.869 0.780 -2.786
C 1.948 0.906 -0.907
O 1.509 -0.278 -1.195
C 1.263 1.578 0.154
O 0.313 0.912 0.745
C 1.594 2.885 0.490
Cl 0.614 3.651 1.672
N 1.584 -3.842 0.855
C 1.796 -5.050 0.315
C 1.352 -5.003 -0.992
C 0.879 -3.707 -1.159
N 1.017 -3.016 -0.027
H 1.832 -3.526 1.797
H 2.237 -5.847 0.878
H 1.359 -5.789 -1.717
H 0.460 -3.243 -2.032
C 1.701 0.081 3.887
S 1.641 -1.284 2.725
O 2.183 -2.484 3.300
O 2.352 -0.849 1.520
O 0.210 -1.508 2.319
H 2.648 0.038 4.409
H 0.878 -0.004 4.583
H 1.635 0.997 3.310
*
```

<S²>	3.78
HOMO-LUMO gap (spin up / spin down)	7.231 / 4.890	eV
energy above the lowest of the compared OMol25 structures with the same formula, charge and spin	1.2698	eV



C37H33CsN5O3S2 as an isolated structure in a non-equilibrium geometry. Source: the OMol25 dataset; level of theory: ωB97M-V/def2-TZVPD.

ORCA input file:
```
! RIJCOSX wB97M-V def2-TZVPD def2/J DEFGRID3
* xyz -1 1
Cs -1.122 2.167 -0.525
C 2.840 1.414 -1.521
O 2.146 0.826 -0.431
C 2.738 0.888 0.801
C 4.077 1.209 0.972
C 4.633 1.233 2.245
C 3.848 0.942 3.348
C 2.509 0.625 3.175
C 1.931 0.584 1.910
N 0.566 0.293 1.661
N -0.015 -0.182 2.680
C -1.356 -0.444 2.666
C -2.220 -0.343 1.520
O -1.832 -0.147 0.345
C -3.647 -0.523 1.763
C -4.140 -0.847 2.972
C -3.284 -1.043 4.107
C -3.813 -1.422 5.351
C -2.999 -1.622 6.438
C -1.617 -1.440 6.290
C -1.080 -1.062 5.083
C -1.896 -0.850 3.951
H 3.117 2.447 -1.293
H 2.151 1.385 -2.361
H 3.739 0.845 -1.776
H 4.696 1.438 0.116
H 5.678 1.488 2.364
H 4.270 0.974 4.344
H 1.874 0.413 4.024
H -4.289 -0.396 0.900
H -5.209 -0.979 3.109
H -4.886 -1.556 5.438
H -3.415 -1.915 7.394
H -0.961 -1.599 7.138
H -0.013 -0.927 4.981
S -3.215 7.291 -1.554
C -4.029 6.738 -0.160
C -3.572 5.518 0.244
C -2.522 4.932 -0.550
C -2.230 5.802 -1.567
C -1.243 5.659 -2.639
C -1.000 6.690 -3.568
C -0.075 6.515 -4.572
C 0.617 5.312 -4.659
C 0.326 4.351 -3.707
N -0.561 4.502 -2.729
H -4.806 7.344 0.287
H -3.996 5.036 1.120
H -1.544 7.621 -3.487
H 0.108 7.309 -5.286
H 1.348 5.124 -5.433
H 0.832 3.388 -3.735
C 2.441 -2.617 0.735
C 1.231 -3.366 0.193
C 0.061 -2.451 -0.160
N 0.370 -1.519 -1.244
C -0.292 -1.337 -2.373
S -0.068 -0.031 -3.402
N -1.314 -2.248 -2.691
C -1.299 -3.619 -2.846
O -2.334 -4.218 -3.057
C 0.015 -4.329 -2.825
C 1.169 -3.753 -3.344
C 2.351 -4.480 -3.363
C 2.382 -5.773 -2.860
C 1.224 -6.352 -2.354
C 0.040 -5.634 -2.348
H 3.250 -3.309 0.978
H 2.188 -2.060 1.638
H 2.831 -1.905 0.004
H 0.869 -4.067 0.951
H 1.518 -3.960 -0.675
H -0.215 -1.845 0.704
H -0.819 -3.028 -0.438
H 1.000 -0.756 -1.004
H -2.130 -1.809 -3.092
H 1.149 -2.744 -3.738
H 3.249 -4.033 -3.769
H 3.308 -6.333 -2.864
H 1.246 -7.362 -1.966
H -0.878 -6.070 -1.976
*
```

HOMO-LUMO gap	5.964	eV
energy above the lowest of the compared OMol25 structures with the same formula, charge and spin	0.2857	eV



Please write out number 3 again, unchanged.
C37H33CsN5O3S2 as an isolated structure in a non-equilibrium geometry. Source: the OMol25 dataset; level of theory: ωB97M-V/def2-TZVPD.

ORCA input file:
```
! RIJCOSX wB97M-V def2-TZVPD def2/J DEFGRID3
* xyz -1 1
Cs -1.122 2.167 -0.525
C 2.840 1.414 -1.521
O 2.146 0.826 -0.431
C 2.738 0.888 0.801
C 4.077 1.209 0.972
C 4.633 1.233 2.245
C 3.848 0.942 3.348
C 2.509 0.625 3.175
C 1.931 0.584 1.910
N 0.566 0.293 1.661
N -0.015 -0.182 2.680
C -1.356 -0.444 2.666
C -2.220 -0.343 1.520
O -1.832 -0.147 0.345
C -3.647 -0.523 1.763
C -4.140 -0.847 2.972
C -3.284 -1.043 4.107
C -3.813 -1.422 5.351
C -2.999 -1.622 6.438
C -1.617 -1.440 6.290
C -1.080 -1.062 5.083
C -1.896 -0.850 3.951
H 3.117 2.447 -1.293
H 2.151 1.385 -2.361
H 3.739 0.845 -1.776
H 4.696 1.438 0.116
H 5.678 1.488 2.364
H 4.270 0.974 4.344
H 1.874 0.413 4.024
H -4.289 -0.396 0.900
H -5.209 -0.979 3.109
H -4.886 -1.556 5.438
H -3.415 -1.915 7.394
H -0.961 -1.599 7.138
H -0.013 -0.927 4.981
S -3.215 7.291 -1.554
C -4.029 6.738 -0.160
C -3.572 5.518 0.244
C -2.522 4.932 -0.550
C -2.230 5.802 -1.567
C -1.243 5.659 -2.639
C -1.000 6.690 -3.568
C -0.075 6.515 -4.572
C 0.617 5.312 -4.659
C 0.326 4.351 -3.707
N -0.561 4.502 -2.729
H -4.806 7.344 0.287
H -3.996 5.036 1.120
H -1.544 7.621 -3.487
H 0.108 7.309 -5.286
H 1.348 5.124 -5.433
H 0.832 3.388 -3.735
C 2.441 -2.617 0.735
C 1.231 -3.366 0.193
C 0.061 -2.451 -0.160
N 0.370 -1.519 -1.244
C -0.292 -1.337 -2.373
S -0.068 -0.031 -3.402
N -1.314 -2.248 -2.691
C -1.299 -3.619 -2.846
O -2.334 -4.218 -3.057
C 0.015 -4.329 -2.825
C 1.169 -3.753 -3.344
C 2.351 -4.480 -3.363
C 2.382 -5.773 -2.860
C 1.224 -6.352 -2.354
C 0.040 -5.634 -2.348
H 3.250 -3.309 0.978
H 2.188 -2.060 1.638
H 2.831 -1.905 0.004
H 0.869 -4.067 0.951
H 1.518 -3.960 -0.675
H -0.215 -1.845 0.704
H -0.819 -3.028 -0.438
H 1.000 -0.756 -1.004
H -2.130 -1.809 -3.092
H 1.149 -2.744 -3.738
H 3.249 -4.033 -3.769
H 3.308 -6.333 -2.864
H 1.246 -7.362 -1.966
H -0.878 -6.070 -1.976
*
```

HOMO-LUMO gap	5.964	eV
energy above the lowest of the compared OMol25 structures with the same formula, charge and spin	0.2857	eV